1.
{"formula": "C27H35N2OPt", "method": "ωB97M-V/def2-TZVPD", "elements": ["C", "C", "C", "C", "C", "Pt", "C", "C", "H", "C", "H", "H", "C", "H", "H", "H", "C", "H", "H", "H", "C", "H", "H", "H", "C", "H", "H", "H", "C", "H", "H", "H", "C", "H", "H", "H", "C", "H", "H", "H", "C", "C", "C", "C", "H", "C", "H", "C", "H", "H", "H", "N", "C", "O", "C", "C", "C", "C", "N", "C", "H", "H", "H", "H", "H", "H"], "coordinates": [[0.892, -2.010, 0.356], [1.900, -1.296, -0.486], [1.539, -1.555, -1.864], [0.364, -2.330, -1.898], [-0.037, -2.636, -0.584], [0.308, 0.046, 0.180], [-2.257, 1.844, -0.177], [-1.842, 1.301, 1.014], [-1.724, 1.910, 1.915], [-1.567, -0.142, 1.122], [-2.188, -0.786, 0.489], [-1.427, -0.583, 2.111], [-2.673, 3.275, -0.304], [-2.234, 3.907, 0.476], [-2.363, 3.671, -1.282], [-3.766, 3.396, -0.252], [-2.583, 0.954, -1.353], [-2.028, 0.002, -1.348], [-3.654, 0.696, -1.385], [-2.323, 1.453, -2.294], [3.274, -0.915, -0.063], [3.337, -0.793, 1.021], [4.004, -1.674, -0.382], [3.553, 0.039, -0.534], [2.392, -1.139, -3.001], [2.944, -0.220, -2.756], [3.139, -1.908, -3.249], [1.813, -0.940, -3.912], [-0.305, -2.819, -3.139], [-0.287, -2.051, -3.928], [0.184, -3.718, -3.547], [-1.355, -3.073, -2.940], [-1.126, -3.555, -0.185], [-2.058, -3.351, -0.734], [-0.852, -4.603, -0.389], [-1.344, -3.473, 0.887], [1.152, -2.495, 1.739], [0.207, -2.620, 2.284], [1.668, -3.467, 1.713], [1.770, -1.783, 2.293], [0.326, 1.619, -1.201], [0.176, 2.887, -0.725], [0.407, 1.377, -2.571], [0.319, 4.002, -1.564], [0.109, 2.947, 0.366], [0.571, 2.463, -3.435], [0.319, 0.358, -2.945], [0.503, 3.785, -2.924], [0.300, 5.006, -1.139], [0.730, 2.249, -4.500], [0.578, 4.641, -3.608], [1.545, 1.043, 6.738], [0.852, 0.638, 5.630], [-0.125, -0.106, 5.686], [1.413, 1.127, 4.340], [2.599, 1.859, 4.208], [3.048, 2.186, 2.931], [2.348, 1.730, 1.813], [1.241, 0.977, 1.966], [0.718, 0.753, 3.183], [1.167, 0.810, 7.644], [2.242, 1.771, 6.686], [3.179, 2.175, 5.073], [3.944, 2.773, 2.764], [2.671, 1.953, 0.790], [-0.246, 0.252, 3.247]], "spin_multiplicity": 5, "charge": 1, "gap_ev": [6.260, 5.701]}

2.
{"formula": "C27H35N4O4", "method": "ωB97M-V/def2-TZVPD", "elements": ["O", "C", "N", "C", "C", "C", "C", "C", "C", "H", "H", "C", "C", "C", "C", "C", "C", "C", "C", "N", "C", "O", "C", "N", "C", "H", "C", "H", "O", "C", "H", "C", "H", "H", "H", "H", "H", "H", "H", "H", "H", "H", "H", "H", "H", "H", "H", "H", "H", "C", "H", "C", "N", "C", "H", "H", "C", "O", "C", "H", "C", "H", "H", "H", "H", "H", "H", "H", "H", "H"], "coordinates": [[3.177, 0.414, 3.457], [2.972, 0.951, 2.218], [2.717, 2.173, 2.023], [2.179, 2.717, 0.941], [1.080, 2.288, 0.632], [0.324, 2.435, -0.379], [0.875, 3.334, -1.212], [2.134, 3.767, -1.167], [2.831, 3.469, 0.035], [3.732, 4.023, 0.233], [2.427, 4.314, -1.765], [0.342, 3.390, -2.787], [-0.656, 2.713, -3.367], [-2.135, 2.678, -2.473], [-3.093, 3.358, -3.059], [-4.300, 3.593, -2.014], [-4.248, 3.290, -0.813], [-3.158, 2.524, -0.255], [-2.151, 2.212, -1.293], [-0.977, 1.585, -0.562], [-0.793, 0.234, -0.446], [0.051, -0.379, 0.233], [-2.235, -0.569, -0.707], [-1.987, -1.934, -0.494], [-3.047, -2.926, -0.691], [-3.784, -2.264, 0.232], [-3.808, -2.717, -1.775], [-4.810, -3.709, -1.711], [-3.084, -3.397, -2.668], [-2.002, -2.546, -3.011], [-1.416, -3.226, -3.877], [-1.019, -2.462, -1.852], [-0.325, -1.797, -1.969], [-0.658, -3.324, -1.454], [-2.224, -1.589, -3.409], [-4.459, -2.050, -2.119], [-2.689, -3.743, -0.307], [-3.065, -0.175, 0.210], [-2.539, -0.175, -1.702], [-3.185, 1.999, 0.812], [-5.239, 3.426, -0.129], [-5.245, 4.004, -2.286], [-3.119, 3.742, -3.896], [-0.909, 2.908, -4.266], [-0.349, 1.433, -3.218], [1.030, 3.709, -3.579], [-0.189, 4.692, -2.724], [0.413, 1.747, 1.464], [2.895, 2.677, 2.870], [3.102, -0.070, 1.158], [3.685, 0.495, 0.243], [3.625, -1.407, 1.241], [2.826, -1.987, 2.237], [3.578, -3.013, 3.081], [4.540, -2.698, 3.338], [3.484, -3.963, 2.438], [2.953, -3.569, 4.252], [1.566, -3.980, 4.058], [0.770, -2.940, 3.378], [-0.406, -3.090, 3.304], [1.586, -2.340, 2.007], [0.905, -1.540, 1.685], [1.593, -3.239, 1.317], [0.831, -2.055, 4.279], [3.355, -4.366, 4.740], [2.870, -2.694, 5.043], [2.941, -1.091, 3.195], [3.360, -2.035, 0.460], [4.780, -1.281, 1.716], [1.774, 0.045, 0.906]], "spin_multiplicity": 1, "relative_energy_kj_mol": 2502.16, "charge": 1, "gap_ev": 8.536}

3.
{"formula": "C27H36B11Br6GeO5PPb", "method": "ωB97M-V/def2-TZVPD", "elements": ["Pb", "O", "C", "O", "C", "O", "C", "C", "O", "O", "H", "H", "H", "H", "H", "Br", "B", "B", "C", "B", "B", "B", "B", "B", "Br", "B", "Br", "B", "Br", "B", "Br", "B", "Br", "H", "H", "H", "H", "H", "H", "C", "C", "C", "C", "C", "C", "P", "C", "C", "C", "C", "C", "C", "C", "C", "C", "C", "C", "C", "H", "H", "H", "H", "H", "H", "H", "H", "H", "H", "H", "H", "H", "H", "C", "Ge", "C", "C", "C", "H", "H", "H", "H", "H", "H", "H", "H", "H", "H", "H"], "coordinates": [[-0.291, 1.373, -0.623], [-4.534, -1.749, -2.832], [-3.535, -1.086, -2.225], [-3.447, -0.931, -1.037], [-2.516, -0.599, -3.232], [-1.918, 0.624, -2.844], [-2.879, 1.679, -2.770], [-3.305, 2.004, -1.349], [-4.451, 2.328, -1.143], [-2.363, 2.007, -0.438], [-5.126, -2.070, -2.133], [-2.985, -0.501, -4.213], [-1.725, -1.342, -3.300], [-3.753, 1.457, -3.378], [-2.405, 2.577, -3.170], [-0.341, -1.543, -0.505], [1.405, -2.365, -0.909], [1.878, -3.949, -0.313], [3.569, -3.861, -0.248], [2.707, -2.499, 0.270], [4.228, -2.343, -0.616], [4.346, -3.692, -1.753], [2.892, -4.693, -1.566], [1.492, -3.733, -2.027], [-0.131, -4.501, -2.776], [3.033, -3.577, -2.936], [3.223, -4.227, -4.750], [3.865, -2.096, -2.342], [5.016, -1.001, -3.460], [2.842, -1.376, -1.083], [2.743, 0.552, -0.733], [2.098, -2.126, -2.537], [1.128, -1.079, -3.839], [1.262, -4.621, 0.439], [4.075, -4.457, 0.495], [2.648, -2.193, 1.408], [5.193, -1.949, -0.060], [5.388, -4.210, -1.941], [2.975, -5.869, -1.626], [0.400, -3.623, 3.627], [0.950, -2.361, 3.788], [0.249, -1.230, 3.381], [-1.014, -1.352, 2.810], [-1.551, -2.630, 2.638], [-0.857, -3.756, 3.048], [-2.016, 0.034, 2.146], [-3.307, 0.265, 3.416], [-4.245, 1.264, 3.142], [-5.247, 1.557, 4.052], [-5.338, 0.839, 5.239], [-4.428, -0.173, 5.505], [-3.413, -0.460, 4.598], [-0.914, 1.456, 2.499], [-0.839, 2.118, 3.727], [0.116, 3.103, 3.947], [1.029, 3.436, 2.955], [0.959, 2.805, 1.719], [-0.033, 1.858, 1.514], [0.948, -4.501, 3.946], [1.932, -2.249, 4.232], [0.704, -0.254, 3.508], [-2.521, -2.741, 2.162], [-1.289, -4.738, 2.904], [-4.184, 1.811, 2.205], [-5.963, 2.339, 3.831], [-6.121, 1.066, 5.952], [-4.499, -0.739, 6.425], [-2.703, -1.247, 4.821], [-1.521, 1.840, 4.522], [0.153, 3.606, 4.905], [1.783, 4.193, 3.131], [1.663, 3.074, 0.937], [1.150, 5.304, -3.731], [1.785, 3.606, -2.998], [3.377, 3.976, -1.944], [2.064, 2.355, -4.439], [0.270, 3.171, -1.799], [1.853, 5.654, -4.489], [1.080, 6.061, -2.948], [0.170, 5.190, -4.195], [4.046, 4.613, -2.525], [3.917, 3.070, -1.676], [3.107, 4.513, -1.032], [2.572, 2.871, -5.256], [1.109, 1.976, -4.803], [2.676, 1.514, -4.125], [-0.684, 3.367, -2.281], [0.322, 3.785, -0.893]], "spin_multiplicity": 1, "relative_energy_kj_mol": 0.00, "gap_ev": 6.182}

4.
{"formula": "C27H36BF4LiO11", "method": "ωB97M-V/def2-TZVPD", "elements": ["Li", "B", "F", "F", "F", "F", "C", "O", "H", "H", "H", "H", "C", "O", "H", "H", "H", "H", "C", "O", "H", "H", "H", "H", "C", "C", "C", "C", "C", "C", "O", "O", "H", "H", "H", "H", "H", "H", "C", "C", "C", "C", "C", "C", "O", "O", "H", "H", "H", "H", "H", "H", "C", "C", "C", "C", "C", "C", "O", "O", "H", "H", "H", "H", "H", "H", "C", "C", "C", "C", "C", "C", "O", "O", "H", "H", "H", "H", "H", "H"], "coordinates": [[2.265, -21.980, 23.532], [1.618, -25.330, 23.609], [1.844, -26.180, 24.608], [2.184, -25.985, 22.487], [0.244, -25.260, 23.558], [2.067, -24.007, 23.919], [4.319, -28.694, 22.316], [3.330, -28.692, 23.336], [4.325, -27.924, 21.663], [4.414, -29.689, 21.646], [5.328, -28.965, 22.413], [2.831, -27.905, 23.178], [0.050, -22.199, 21.392], [1.009, -21.286, 21.999], [-0.476, -21.820, 20.744], [-0.402, -22.702, 22.398], [0.612, -23.024, 20.902], [0.982, -20.590, 21.435], [-0.601, -28.758, 24.171], [-1.832, -28.141, 23.820], [-0.334, -28.598, 25.112], [0.174, -28.355, 23.602], [-0.812, -29.806, 24.219], [-1.819, -27.262, 24.113], [1.941, -26.007, 28.327], [1.658, -26.369, 29.635], [2.783, -26.696, 30.460], [4.035, -26.608, 29.922], [4.278, -26.101, 28.658], [3.165, -25.744, 27.823], [3.412, -25.203, 26.619], [2.595, -26.968, 31.772], [1.072, -25.602, 27.667], [0.663, -26.678, 29.988], [4.911, -27.112, 30.553], [5.144, -25.777, 28.339], [2.668, -25.500, 25.994], [3.323, -27.709, 31.983], [-3.703, -26.257, 26.946], [-4.392, -27.146, 27.863], [-3.700, -28.231, 28.417], [-2.362, -28.380, 28.020], [-1.635, -27.535, 27.244], [-2.327, -26.431, 26.760], [-1.606, -25.615, 25.961], [-4.188, -29.055, 29.266], [-4.239, -25.508, 26.444], [-5.383, -27.085, 28.140], [-1.677, -29.288, 28.529], [-0.410, -27.726, 27.320], [-0.825, -25.955, 25.713], [-5.135, -29.021, 29.403], [-0.080, -27.134, 17.127], [0.543, -27.758, 18.257], [1.230, -26.956, 19.276], [1.176, -25.495, 19.102], [0.508, -24.911, 17.975], [-0.149, -25.732, 17.019], [-0.718, -25.076, 16.012], [1.660, -27.450, 20.351], [-0.702, -27.868, 16.483], [0.649, -28.839, 18.378], [1.701, -24.750, 19.938], [0.373, -23.895, 17.701], [-1.369, -25.824, 15.616], [1.662, -26.700, 21.115], [-2.262, -25.548, 21.135], [-2.405, -25.308, 19.724], [-2.883, -24.167, 19.198], [-3.172, -23.022, 19.958], [-3.050, -23.185, 21.420], [-2.561, -24.360, 21.980], [-2.539, -24.555, 23.303], [-2.793, -24.015, 17.829], [-1.926, -26.349, 21.219], [-1.903, -25.960, 18.923], [-3.393, -22.133, 19.601], [-3.111, -22.311, 21.959], [-1.722, -25.148, 23.440], [-1.831, -24.017, 17.414]], "spin_multiplicity": 1, "relative_energy_kj_mol": 308.47, "gap_ev": 6.184}

5.
{"formula": "C27H36Br2F6O8S2", "method": "ωB97M-V/def2-TZVPD", "elements": ["C", "C", "C", "C", "C", "C", "C", "S", "C", "Br", "C", "C", "C", "O", "O", "C", "C", "C", "Br", "O", "S", "O", "O", "C", "C", "O", "C", "F", "F", "F", "C", "C", "C", "C", "C", "C", "H", "H", "H", "H", "H", "H", "H", "H", "H", "H", "H", "H", "H", "H", "H", "H", "H", "H", "H", "H", "H", "H", "H", "H", "H", "H", "H", "H", "H", "H", "H", "C", "C", "O", "C", "O", "C", "F", "F", "F", "H", "H", "H", "H", "H"], "coordinates": [[-0.359, -0.621, 7.671], [-0.907, -0.673, 6.269], [-0.499, -1.691, 5.402], [-0.993, -1.727, 4.097], [-1.887, -0.761, 3.608], [-2.367, -0.869, 2.179], [-1.531, -0.090, 1.104], [-2.031, 1.692, 1.338], [0.001, -0.150, 1.401], [1.001, 1.548, 1.268], [0.805, -1.323, 0.731], [1.814, -0.873, -0.350], [2.414, -1.960, -1.198], [2.016, -3.061, -1.374], [3.576, -1.524, -1.763], [1.599, -1.977, 1.880], [2.136, -3.391, 1.606], [3.658, -3.410, 1.430], [1.748, -4.483, 3.218], [-0.095, -2.345, 0.280], [-1.058, -2.008, -0.934], [-1.924, -3.141, -1.018], [-0.360, -1.657, -2.130], [-1.992, -0.544, -0.347], [-1.860, 0.518, -1.415], [-0.549, 1.113, -1.388], [-0.200, 1.794, -2.479], [-1.220, 2.421, -3.057], [0.358, 1.014, -3.401], [0.702, 2.707, -2.138], [-3.473, -1.003, -0.359], [-4.121, -1.219, -1.754], [-4.902, 0.005, -2.255], [-5.088, -2.414, -1.682], [-2.319, 0.231, 4.490], [-1.829, 0.267, 5.798], [-1.022, -1.130, 8.365], [0.584, -1.159, 7.688], [-0.162, 0.400, 7.980], [0.200, -2.455, 5.704], [-0.674, -2.516, 3.431], [-2.438, -1.928, 1.947], [-3.351, -0.422, 2.163], [-3.326, 1.580, 0.994], [0.120, -0.306, 2.459], [1.397, -0.147, -1.039], [2.650, -0.409, 0.157], [3.565, -1.756, -2.700], [2.431, -1.330, 2.145], [0.983, -2.023, 2.764], [1.630, -3.912, 0.810], [4.011, -2.548, 0.874], [3.956, -4.345, 0.967], [4.106, -3.397, 2.418], [-2.604, 1.295, -1.293], [-2.008, 0.100, -2.404], [-4.021, -0.196, 0.123], [-3.581, -1.920, 0.194], [-3.358, -1.491, -2.476], [-4.245, 0.694, -2.781], [-5.609, -0.337, -3.005], [-5.424, 0.504, -1.445], [-4.803, -3.143, -0.930], [-6.107, -2.089, -1.485], [-5.095, -2.938, -2.634], [-3.028, 0.972, 4.154], [-2.167, 1.040, 6.475], [2.598, 3.289, -5.147], [2.877, 4.205, -3.975], [4.278, 4.545, -3.899], [4.692, 5.496, -4.719], [4.033, 6.104, -5.510], [6.191, 5.761, -4.486], [6.880, 4.616, -4.419], [6.363, 6.420, -3.332], [6.695, 6.497, -5.470], [3.227, 2.400, -5.092], [1.553, 2.981, -5.142], [2.808, 3.786, -6.093], [2.650, 3.704, -3.041], [2.278, 5.114, -4.022]], "spin_multiplicity": 1, "gap_ev": 9.385}

6.
{"formula": "C27H36Br3CaCl3F15N3NaO4P2S", "method": "ωB97M-V/def2-TZVPD", "elements": ["C", "C", "C", "C", "C", "N", "C", "C", "C", "O", "N", "C", "P", "S", "N", "C", "C", "C", "C", "C", "C", "H", "H", "H", "H", "H", "H", "H", "H", "H", "H", "H", "H", "H", "H", "H", "H", "H", "Cl", "Ca", "Cl", "C", "C", "Cl", "H", "H", "H", "H", "F", "F", "P", "F", "F", "F", "F", "F", "C", "C", "C", "O", "C", "H", "H", "H", "H", "H", "H", "H", "H", "Na", "C", "Br", "Br", "Br", "H", "O", "H", "H", "C", "C", "C", "F", "F", "F", "F", "O", "C", "C", "F", "F", "F", "F", "H", "H", "H", "H"], "coordinates": [[0.394, -1.885, 4.015], [-0.688, -1.540, 3.552], [-1.827, -0.764, 2.770], [-1.461, -0.732, 1.225], [-0.112, -0.344, 0.595], [0.970, 0.024, 1.489], [2.255, 0.264, 0.752], [0.567, 1.397, 1.987], [0.284, 1.739, 3.495], [0.446, 2.250, 1.113], [-0.171, -0.384, -0.812], [-1.496, -0.767, -1.114], [-2.289, -0.971, -2.821], [-2.577, -2.802, -3.366], [-2.251, -0.991, 0.036], [-3.675, -1.374, 0.165], [-4.621, -0.177, 0.212], [-6.132, -0.325, 0.317], [-6.708, -1.715, 0.384], [-5.828, -2.947, 0.361], [-4.270, -2.812, 0.255], [1.421, -2.319, 4.168], [-1.941, 0.274, 3.225], [-2.806, -1.293, 2.953], [2.980, -0.616, 0.815], [2.138, 0.507, -0.344], [2.803, 1.146, 1.222], [0.342, 0.845, 4.187], [-0.788, 2.130, 3.569], [0.982, 2.586, 3.808], [0.604, -0.169, -1.460], [-1.542, -0.194, -3.805], [-3.586, -0.293, -2.737], [-4.216, 0.878, 0.165], [-6.830, 0.584, 0.344], [-7.825, -1.910, 0.447], [-6.311, -3.979, 0.419], [-3.594, -3.769, 0.241], [-2.336, -3.358, 2.072], [-4.000, -5.376, 0.356], [4.110, 4.721, 3.073], [2.476, 5.384, 2.824], [1.912, 6.006, 4.084], [1.547, 4.782, 5.329], [1.838, 4.581, 2.453], [2.559, 6.140, 2.043], [0.975, 6.517, 3.858], [2.599, 6.732, 4.517], [-8.557, 0.403, -0.070], [2.542, 2.739, -2.444], [1.405, 2.382, -3.530], [0.896, 3.905, -3.374], [2.425, 2.928, -4.651], [1.189, 1.247, -2.363], [1.522, 1.143, -4.564], [-0.211, 2.279, -3.767], [4.283, 8.612, 2.824], [3.337, 8.889, 1.672], [2.726, 10.217, 2.080], [3.720, 10.913, 2.841], [4.782, 10.005, 3.160], [5.089, 7.920, 2.575], [3.728, 8.200, 3.671], [3.906, 9.008, 0.745], [2.592, 8.108, 1.516], [1.851, 10.072, 2.723], [2.430, 10.824, 1.221], [5.649, 10.274, 2.548], [5.053, 10.111, 4.212], [-2.551, 1.516, -2.767], [-4.893, -2.896, -6.810], [-4.683, -4.616, -7.669], [-5.780, -3.052, -5.093], [-3.206, -1.951, -6.672], [-5.540, -2.298, -7.446], [5.993, 2.447, 4.699], [5.029, 2.476, 4.680], [6.202, 1.516, 4.562], [1.330, -8.044, -3.974], [1.488, -9.498, -3.483], [0.197, -10.215, -3.074], [-0.446, -9.599, -2.059], [0.472, -11.469, -2.642], [2.397, -9.528, -2.482], [2.036, -10.208, -4.507], [1.579, -6.998, -3.024], [0.534, -6.632, -2.166], [0.834, -6.954, -0.698], [1.097, -8.258, -0.513], [-0.239, -6.655, 0.086], [-0.622, -7.177, -2.599], [0.388, -5.293, -2.303], [2.106, -7.902, -4.730], [0.392, -7.890, -4.512], [-0.491, -10.299, -3.920], [1.696, -6.384, -0.342]], "spin_multiplicity": 1, "relative_energy_kj_mol": 0.00, "charge": 1, "gap_ev": 3.496}

no.,F_max (eV/A)
1,2.703
2,16.167
3,0.518
4,17.782
5,1.204
6,6.166